Entry from the Open Molecules 2025 dataset: a cluster of 3 separate species, C4H18N2O2 in total in a non-equilibrium geometry (the ωB97M-V functional and the def2-TZVPD basis).

XYZ file:
```
26
C4H18N2O2 the ωB97M-V functional and the def2-TZVPD basis
C -0.367 2.239 -0.495
C 0.055 0.809 -0.795
C 1.411 0.467 -0.068
C 1.096 0.087 1.364
N 0.663 -1.431 1.340
N 0.182 0.266 -2.206
H -1.150 2.236 0.370
H 0.503 2.937 -0.178
H -0.809 2.768 -1.348
H -0.663 0.108 -0.397
H 2.093 1.405 -0.205
H 2.024 -0.244 -0.509
H 2.129 0.171 1.979
H 0.272 0.611 1.938
H 1.391 -2.093 1.404
H 0.103 -1.649 2.126
H 0.254 -1.726 0.499
H -0.716 0.633 -2.777
H 0.126 -0.770 -2.229
H 0.949 0.686 -2.729
H -2.848 -0.171 1.647
H -2.600 0.818 2.861
O -2.106 0.226 2.168
H -1.335 -2.502 -1.071
H -0.265 -3.381 -1.508
O -0.391 -2.499 -1.183
```

## Properties
Kohn-Sham gap ... 0.4318 hartree
E_tot ... -422.5630 a.u.
Highest occupied orbital energy ... -18.44 eV
Relative energy (zero: lowest compared OMol25 entry of this formula, charge and spin) ... 149.3 kJ/mol
Charge ... +2
Multiplicity ... 1

The natural (NBO) scheme yields these atomic charges, measured in e: -0.680 -0.039 -0.466 -0.236 -0.685 -0.706 0.281 0.259 0.258 0.195 0.273 0.231 0.275 0.285 0.436 0.451 0.440 0.462 0.475 0.451 0.489 0.519 -1.001 0.499 0.520 -0.986